P:
Computed, not measured: 2 unconnected molecules or ions with the total composition C8H16O2, with ωB97M-V/def2-TZVPD.

Results
LUMO energy: 0.9 eV
HOMO energy: -9.564 eV
orbital gap: 10.5017 eV
SMILES: C1CCOCC1.CC(C)=O
multiplicity: 1

```
26
C8H16O2 ωB97M-V/def2-TZVPD
C -0.351 3.467 2.685
C 0.023 2.047 3.110
C 1.389 2.049 3.782
O 2.393 2.589 2.931
C 2.100 3.942 2.599
C 0.781 4.065 1.849
H -0.498 4.088 3.589
H -1.302 3.469 2.117
H 0.065 1.387 2.222
H -0.730 1.627 3.805
H 1.721 1.024 4.037
H 1.347 2.633 4.721
H 2.953 4.300 1.990
H 2.067 4.550 3.523
H 0.586 5.129 1.616
H 0.867 3.520 0.889
C 3.754 1.615 -0.357
C 2.625 0.691 0.036
C 2.991 -0.460 0.945
O 1.483 0.865 -0.357
H 3.384 2.414 -1.022
H 4.542 1.053 -0.886
H 4.196 2.081 0.540
H 3.740 -1.107 0.458
H 3.413 -0.082 1.891
H 2.099 -1.067 1.175
```

Q:
Computed, not measured: 3 unconnected molecules or ions with the total composition C8H16O2, with ωB97M-V/def2-TZVPD.

Results
LUMO energy: 0.4 eV
HOMO energy: -8.439 eV
orbital gap: 8.8298 eV
SMILES: C=C(C)/C=C/C=C/C.O.O
multiplicity: 1

```
26
C8H16O2 ωB97M-V/def2-TZVPD
C -2.091 0.952 -1.988
C -2.161 -0.037 -1.109
C -3.438 -0.770 -0.788
C -1.019 -0.476 -0.318
C 0.267 -0.456 -0.763
C 1.381 -0.875 0.072
C 2.643 -0.518 -0.161
C 3.773 -0.917 0.729
H -1.164 1.507 -2.236
H -2.972 1.286 -2.540
H -3.265 -1.904 -0.793
H -4.185 -0.480 -1.509
H -3.831 -0.554 0.139
H -1.180 -0.888 0.675
H 0.554 -0.123 -1.758
H 1.050 -1.547 0.918
H 2.935 0.141 -0.938
H 3.460 -1.701 1.484
H 4.613 -1.304 0.130
H 4.105 -0.038 1.292
O 0.932 0.812 2.734
H 0.470 1.443 2.176
H 1.636 0.527 2.204
O -0.611 2.177 1.003
H -1.483 1.906 1.209
H -0.419 1.835 0.136
```

R:
Computed, not measured: C8H16O2 in the gas phase, with ωB97M-V/def2-TZVPD.

Results
LUMO energy: 0.9 eV
HOMO energy: -7.783 eV
orbital gap: 8.6393 eV
SMILES: CC(C)(O)[C@@]1(C)OC1(C)C
multiplicity: 1

```
26
C8H16O2 ωB97M-V/def2-TZVPD
C 2.140 -0.435 -1.053
C 0.723 0.055 -1.134
C 0.653 1.869 -1.637
O -0.003 -0.645 -2.045
C 0.015 0.485 0.068
C 0.653 1.376 1.104
O -1.364 0.411 -0.032
C -1.022 -0.757 0.796
C -1.446 -2.069 0.184
C -1.553 -0.598 2.202
H 2.560 -0.475 -2.057
H 2.752 0.219 -0.439
H 2.141 -1.433 -0.617
H 0.576 1.730 -2.711
H -0.172 2.514 -1.351
H 1.617 2.295 -1.376
H -0.941 -0.443 -1.873
H 0.565 0.974 2.108
H 1.718 1.533 0.943
H 0.167 2.349 1.082
H -2.535 -2.096 0.043
H -1.174 -2.883 0.858
H -0.977 -2.279 -0.776
H -1.462 0.416 2.588
H -1.014 -1.259 2.882
H -2.619 -0.854 2.245
```

Which of them is most stable? Easy: P.

P:
Computed, not measured: 2 unconnected molecules or ions with the total composition C10H11NO2S, with ωB97M-V/def2-TZVPD.

Results
LUMO energy: 0.4 eV
HOMO energy: -8.266 eV
orbital gap: 8.6954 eV
multiplicity: 1

```
25
C10H11NO2S ωB97M-V/def2-TZVPD
C -0.169 2.296 -1.194
C 0.299 1.364 -2.061
C -0.012 2.149 0.215
C 1.093 0.285 -1.639
C 0.830 1.142 0.632
C 1.407 0.197 -0.275
C 2.382 -0.840 0.165
C -1.700 -0.575 1.270
C -2.398 -0.889 -0.097
C -0.149 -2.124 0.158
N -0.564 -1.523 1.239
O 2.512 -0.926 1.500
O 3.059 -1.533 -0.515
S -1.180 -1.850 -1.200
H -0.793 3.035 -1.704
H 0.164 1.384 -3.043
H -0.361 2.871 1.036
H 1.323 -0.322 -2.464
H 1.156 0.875 1.558
H -1.429 0.403 1.208
H -2.471 -0.804 1.982
H -3.318 -1.460 -0.033
H -2.792 -0.126 -0.726
H -0.145 -1.622 2.156
H 3.256 -1.406 1.833
```

Q:
Computed, not measured: C10H11NO2S in the gas phase, with ωB97M-V/def2-TZVPD.

Results
LUMO energy: 0.4 eV
HOMO energy: -8.363 eV
orbital gap: 8.7548 eV
SMILES: C[C@@H](O)Cn1sc2ccccc2c1=O
multiplicity: 1

```
25
C10H11NO2S ωB97M-V/def2-TZVPD
C 3.232 -0.336 0.063
C 2.790 0.098 -1.375
O 3.813 -0.433 -2.361
C 1.405 -0.543 -1.734
N 0.256 -0.061 -0.864
S -0.456 1.467 -1.026
C -1.840 1.039 0.066
C -2.906 1.810 0.615
C -3.678 1.247 1.669
C -3.245 0.014 2.301
C -2.380 -0.784 1.691
C -1.614 -0.232 0.638
C -0.447 -0.929 0.030
O -0.246 -2.061 0.403
H 2.434 0.368 0.474
H 2.866 -1.478 0.259
H 4.258 -0.261 0.450
H 2.910 1.153 -1.626
H 3.447 -0.412 -3.273
H 1.584 -1.682 -1.366
H 1.133 -0.418 -2.745
H -3.117 2.770 0.296
H -4.414 1.745 2.210
H -3.753 -0.311 3.277
H -2.032 -1.771 1.928
```

R:
Computed, not measured: C10H11NO2S in the gas phase, with ωB97M-V/def2-TZVPD.

Results
LUMO energy: 0.2 eV
HOMO energy: -9.301 eV
orbital gap: 9.5289 eV
SMILES: C=C(/N=C/C)S(=O)(=O)c1ccccc1
multiplicity: 1

```
25
C10H11NO2S ωB97M-V/def2-TZVPD
C -2.302 2.683 0.475
C -1.709 1.586 0.205
N -1.850 0.325 0.735
C -1.693 -0.765 0.192
C -1.847 -1.988 1.116
S -0.211 1.809 -1.052
O 0.454 3.024 -0.785
O -0.685 1.780 -2.389
C 1.033 0.549 -0.721
C 1.463 0.513 0.594
C 2.317 -0.492 0.995
C 2.724 -1.497 0.160
C 2.349 -1.403 -1.237
C 1.487 -0.429 -1.614
H -2.017 3.545 -0.131
H -3.126 2.775 1.205
H -1.466 -0.862 -0.922
H -2.471 -1.646 1.860
H -0.907 -2.169 1.534
H -2.190 -2.955 0.640
H 1.060 1.388 1.212
H 2.502 -0.697 2.021
H 3.234 -2.388 0.505
H 2.633 -2.327 -1.889
H 1.221 -0.359 -2.711
```

Which of them is most stable? Easy: Q.

P:
Computed, not measured: 11 unconnected molecules or ions with the total composition F6H20O10P, with ωB97M-V/def2-TZVPD.

Results
LUMO energy: 2.9 eV
HOMO energy: -7.599 eV
orbital gap: 10.5046 eV
total charge: -1
multiplicity: 1

```
37
F6H20O10P ωB97M-V/def2-TZVPD
P 30.192 -13.808 -9.348
F 30.262 -12.461 -10.230
F 30.126 -15.107 -8.436
F 28.657 -13.505 -9.174
F 31.796 -14.036 -9.618
F 29.814 -14.641 -10.654
F 30.459 -12.944 -7.995
O 29.236 -11.232 -12.751
H 29.474 -10.987 -13.637
H 30.116 -11.515 -12.430
O 27.117 -14.264 -6.940
H 27.581 -13.933 -6.170
H 26.669 -13.457 -7.217
O 28.441 -11.200 -7.372
H 28.697 -12.057 -7.678
H 28.609 -11.227 -6.389
O 27.101 -13.912 -12.388
H 28.002 -13.988 -12.109
H 27.027 -14.266 -13.254
O 29.262 -13.288 -5.662
H 29.396 -13.848 -4.880
H 29.911 -13.415 -6.344
O 30.446 -10.158 -8.683
H 29.528 -10.313 -8.388
H 30.803 -11.015 -8.957
O 31.186 -10.488 -5.719
H 31.170 -11.013 -6.509
H 31.549 -9.671 -6.061
O 26.974 -11.300 -10.308
H 27.904 -10.974 -10.439
H 27.082 -12.233 -10.548
O 28.863 -16.372 -6.313
H 28.245 -15.688 -6.571
H 29.449 -16.381 -7.090
O 28.479 -16.893 -10.711
H 28.884 -16.153 -10.320
H 28.176 -17.307 -9.915
```

Q:
Computed, not measured: 11 unconnected molecules or ions with the total composition F6H20O10P, with ωB97M-V/def2-TZVPD.

Results
LUMO energy: 2.3 eV
HOMO energy: -9.130 eV
orbital gap: 11.3808 eV
total charge: -1
multiplicity: 1

```
37
F6H20O10P ωB97M-V/def2-TZVPD
P -5.609 14.331 -25.788
F -4.303 13.587 -26.356
F -4.834 14.957 -24.491
F -5.311 15.610 -26.758
F -7.027 15.048 -25.295
F -6.335 13.679 -27.114
F -5.845 12.984 -24.820
O -0.224 15.563 -25.166
H -0.724 15.084 -25.827
H 0.651 15.175 -25.198
O -4.089 16.176 -30.860
H -4.568 16.988 -31.029
H -4.324 15.943 -29.961
O -2.513 9.561 -27.256
H -2.547 9.289 -28.173
H -2.660 10.507 -27.281
O -1.201 18.669 -22.406
H -1.676 18.361 -21.634
H -1.331 17.981 -23.058
O -2.499 10.491 -22.896
H -2.609 10.186 -23.796
H -2.942 11.339 -22.874
O -2.687 20.484 -26.577
H -2.937 20.443 -27.500
H -2.981 19.649 -26.211
O -7.163 19.201 -22.912
H -7.699 19.531 -23.633
H -6.701 18.448 -23.282
O -7.210 9.906 -30.611
H -7.142 10.857 -30.695
H -7.940 9.666 -31.183
O -8.911 17.944 -28.217
H -8.749 18.612 -27.552
H -8.566 17.136 -27.835
O -5.820 14.661 -19.493
H -5.844 14.657 -20.450
H -6.587 14.150 -19.232
```

Which of them is most stable? Easy: P.

P:
Computed, not measured: 2 unconnected molecules or ions with the total composition C6H6N2O2, with ωB97M-V/def2-TZVPD.

Results
LUMO energy: 0.4 eV
HOMO energy: -9.697 eV
orbital gap: 10.0711 eV
SMILES: O=c1cc[nH]c(=O)[nH]1.C#C
multiplicity: 1

```
16
C6H6N2O2 ωB97M-V/def2-TZVPD
O 2.327 -1.165 -0.892
C 1.504 -0.564 -0.175
C 0.988 -0.949 1.121
C 0.005 -0.210 1.625
N -0.580 0.853 1.007
C -0.021 1.386 -0.149
O -0.528 2.381 -0.620
N 1.048 0.668 -0.686
H 1.394 -1.877 1.436
H -0.535 -0.467 2.500
H -1.231 1.452 1.445
H 1.316 0.918 -1.646
C -2.516 -1.406 -1.165
C -2.302 -1.174 -0.036
H -2.411 -1.814 -2.257
H -2.157 -1.079 1.053
```

Q:
Computed, not measured: C6H6N2O2 in the gas phase, with ωB97M-V/def2-TZVPD.

Results
LUMO energy: 0.2 eV
HOMO energy: -8.317 eV
orbital gap: 8.5158 eV
multiplicity: 1

```
16
C6H6N2O2 ωB97M-V/def2-TZVPD
C 0.248 3.092 -0.447
C -1.760 -0.661 -1.328
C -0.784 -1.193 -0.383
C -1.903 0.650 -1.523
C 0.059 -0.289 0.536
C 0.925 0.717 -0.310
N 0.431 1.880 -0.476
N 0.901 -0.979 1.441
O -0.538 -2.375 -0.296
O -2.004 1.761 -1.791
H -0.699 3.375 -0.914
H -2.065 -1.434 -1.940
H -0.544 0.283 1.186
H 1.810 0.556 -0.853
H 0.573 -1.645 2.097
H 1.501 -1.521 0.810
```

Which of them is most stable? Easy: P.